(1)
Computed, not measured: a cluster of 2 separate species, C3H8N6 in total at a distorted geometry, with wB97M-V/def2-TZVPD.

Properties
**E_LUMO**: 0.644 eV
**Kohn-Sham gap**: 9.71 eV
**Energy above the lowest of the compared OMol25 structures with the same formula, charge and spin**: 2.942 eV

```
17
Properties=species:S:1:pos:R:3:forces:R:3
C -0.30877 -0.49544 0.38468 1.252 -0.397 1.736
C -0.33456 0.49081 -3.42433 2.075 -2.276 1.511
C 0.67573 0.29751 2.48884 0.604 -0.590 1.303
N -0.85436 -0.30207 -0.60334 -0.762 0.122 -1.029
N 1.61230 2.40401 -1.35119 0.587 -0.320 0.728
N 0.82511 1.94179 -2.01424 3.017 1.249 2.103
N -0.04653 1.72037 -2.74330 -3.983 -0.388 -2.978
N 0.97982 -1.99196 1.83566 0.738 0.013 -1.854
N 0.35175 -0.71494 1.52236 0.856 -2.201 -0.147
H -1.14653 -0.03216 -2.96336 -0.934 0.230 0.137
H -0.50843 0.66488 -4.45532 -0.001 0.163 -0.895
H 0.48800 -0.30148 -3.22692 -0.789 1.386 -0.782
H 0.03901 0.12461 3.41334 0.402 0.988 -1.150
H 1.72568 0.13686 2.86858 -0.950 0.186 -0.738
H 0.63577 1.22487 1.92911 -0.367 0.559 0.746
H 0.29612 -2.73126 1.90610 -0.493 0.110 0.073
H 1.64917 -2.33095 1.06793 -1.253 1.165 1.236
```
Forces are in eV/Å.

(2)
Computed, not measured: a structure of composition C21H39BCa2Cl3F2N2NaO15P2S2 at a distorted geometry, with wB97M-V/def2-TZVPD.

Properties
**E_LUMO**: -6.100 eV
**Kohn-Sham gap**: 1.42 eV

```
90
Properties=species:S:1:pos:R:3:forces:R:3
C 3.02957 -1.81232 3.48959 0.577 -0.802 -0.555
C 2.54990 -2.13625 1.97403 -0.077 -0.570 0.668
C 1.26895 -1.27447 1.53894 -0.141 -0.712 1.756
B 1.41477 -0.47932 0.11519 0.114 0.307 -1.973
C 0.17285 -0.78806 -0.93744 -2.337 -1.957 -0.228
C -1.28744 -0.67229 -0.30220 -0.692 0.338 -0.955
C -1.77043 0.83025 -0.01405 0.332 0.881 1.228
C -1.81615 1.12360 1.57351 -0.816 -1.089 1.781
O -2.24609 0.31913 2.40941 1.607 2.259 -2.908
O -1.33150 2.37972 2.08374 -1.320 -1.327 -1.484
O 2.59892 -0.68047 -0.72545 1.909 1.005 1.454
C 3.54787 0.28604 -0.18259 0.246 0.521 -0.496
C 2.61793 1.63828 -0.20393 0.522 -2.621 0.264
P 2.79440 2.09576 -2.04542 1.899 -2.526 1.463
S 1.07038 2.67436 -2.83093 -1.527 1.813 1.424
P 3.17178 3.13526 0.82422 -1.254 1.216 4.043
N 2.01657 3.61348 1.83498 1.214 -1.009 -2.200
O 3.49811 4.49557 -0.18489 1.005 -2.059 0.109
O 4.55386 2.84669 1.75718 -1.877 1.586 -1.907
O 1.38588 1.02071 0.19732 1.222 3.443 0.016
H 4.17202 -1.68059 3.47883 -1.736 0.131 0.180
H 2.85219 -2.75579 4.12097 0.023 1.617 -0.641
H 2.50485 -0.89481 3.92290 0.831 -1.336 -0.499
H 3.44863 -2.04896 1.28686 -1.282 0.074 0.684
H 2.24690 -3.24503 1.96020 0.473 1.615 -0.187
H 1.08862 -0.49466 2.36538 0.159 -0.875 -1.227
H 0.36628 -1.98202 1.59085 1.220 1.112 -0.352
H 0.29546 -1.88706 -1.26739 -0.222 1.539 0.581
H 0.19130 -0.16874 -1.90209 0.381 -0.160 1.026
H -1.45317 -1.29555 0.63055 0.392 0.755 -1.335
H -2.01997 -1.09575 -1.09004 0.838 0.412 1.242
H -1.05332 1.62984 -0.42998 -1.104 -1.286 0.355
H -2.84975 1.01323 -0.37003 1.567 -0.259 0.488
H -1.79549 3.09420 1.59439 0.661 -0.489 0.201
H 4.52430 0.44199 -0.75257 -0.968 -0.439 0.773
H 3.81386 0.13883 0.91356 -0.331 -0.007 -1.300
H 3.88818 2.99106 -2.26336 -0.379 -0.413 -0.141
H 3.14708 0.86613 -2.72213 -0.047 0.935 0.509
H 1.19207 3.00558 1.74883 0.283 0.278 0.114
H 4.44254 4.47347 -0.46690 -0.441 -0.087 0.411
H 4.56467 3.62465 2.37761 -0.164 -0.975 -0.447
Ca 1.02223 2.17643 -5.15759 0.554 -0.057 -2.543
C -2.32743 -2.21842 5.58241 -0.071 -0.880 0.859
C -2.58314 -0.94211 5.05784 -1.508 -0.193 -1.315
C -2.69117 0.16414 5.91863 -0.103 0.878 0.903
C -2.53619 -0.02262 7.28353 0.110 -0.367 -0.846
C -2.28801 -1.29352 7.80963 -0.015 0.130 0.147
C -2.18501 -2.39254 6.94742 0.048 -0.094 -0.782
N -2.62170 1.12791 8.18541 -0.091 0.749 0.457
O -2.85781 2.21779 7.69378 0.109 -0.577 0.097
O -2.44740 0.92843 9.37684 -0.049 -0.119 -0.482
H -2.23996 -3.06964 4.91560 -0.076 0.153 0.035
H -2.69411 -0.80684 3.98621 0.836 0.215 0.147
H -2.89000 1.14437 5.50138 -0.043 -0.135 0.116
H -2.17121 -1.44518 8.87706 -0.076 0.234 -0.096
H -1.98981 -3.38020 7.34999 0.012 0.152 0.019
F -4.58486 -0.65934 4.25896 0.909 -0.262 0.839
C -1.74803 -6.01704 0.34844 0.103 -0.031 0.111
S -1.73996 -4.64797 -0.82787 -0.353 -0.124 0.048
O -1.03666 -3.49831 -0.17261 -0.074 -0.307 0.080
C -3.50971 -4.31623 -0.74327 0.145 0.016 0.255
H -0.72232 -6.36308 0.48194 -0.045 0.084 -0.077
H -2.14507 -5.68151 1.30815 -0.010 0.081 -0.079
H -2.35594 -6.83250 -0.04617 0.016 0.085 -0.057
H -3.79608 -4.08657 0.28540 0.174 -0.001 0.027
H -4.06043 -5.18570 -1.10231 0.086 0.147 -0.132
H -3.73230 -3.46144 -1.38118 0.022 -0.175 -0.080
Na -1.60813 -0.03103 -3.85597 -0.235 -0.622 0.619
O -6.37893 -4.33597 -5.05201 0.335 0.191 0.216
Cl -5.18581 -4.20561 -4.24830 -0.457 -0.807 -0.438
O -5.43604 -4.72241 -2.91979 0.015 0.176 -0.182
O -4.81738 -2.80390 -4.15746 0.305 0.506 0.146
O -4.10279 -4.94528 -4.86009 -0.012 0.245 0.168
C 7.32258 2.22771 -3.83605 0.196 -0.104 0.251
C 6.11257 2.38014 -4.74822 1.905 -0.809 -1.201
O 6.26401 2.00104 -5.92252 -1.104 0.506 0.678
O 5.08257 2.88079 -4.19451 -2.297 1.088 0.466
H 8.16832 1.79399 -4.37092 -0.188 0.069 -0.066
H 7.62146 3.20520 -3.44940 -0.092 -0.088 0.136
H 7.07380 1.57668 -2.99392 -0.012 0.222 0.115
Ca 2.66530 5.24609 -3.82728 0.611 -1.169 0.071
F 5.95253 1.41545 -0.03106 -0.466 0.296 -0.619
Cl -3.97870 6.27283 -6.87122 0.088 -0.061 0.016
C -3.60505 4.80991 -7.81399 0.094 0.070 -0.075
C -3.16111 3.66163 -6.93279 -0.736 -0.335 -0.402
Cl -1.56016 3.96213 -6.19423 0.418 0.039 0.266
H -2.84355 5.06799 -8.55177 -0.054 -0.031 0.133
H -4.51653 4.53478 -8.34744 0.083 -0.108 0.130
H -3.07005 2.75085 -7.52720 0.060 0.132 -0.003
H -3.87421 3.47299 -6.12906 0.176 0.156 -0.010
```
Forces are in eV/Å.

(3)
Computed, not measured: a structure of composition C47H46BiClNP2Sb at a distorted geometry, with wB97M-V/def2-TZVPD.

Properties
**E_LUMO**: -6.221 eV
**Kohn-Sham gap**: 7.06 eV
**Total charge**: +2

```
99
Properties=species:S:1:pos:R:3:forces:R:3
Bi -0.83808 0.63414 -0.41877 -0.213 0.460 0.122
C 2.52373 0.46633 -3.63541 0.244 0.254 -0.381
N 1.43675 0.28462 -2.67613 -0.236 -0.419 0.978
P 1.66717 0.97546 -1.15864 0.895 0.162 -0.930
C 3.31092 0.46617 -0.53887 -0.707 0.209 0.058
C 3.44604 -0.78104 0.06492 -0.085 0.065 0.025
C 4.69907 -1.22245 0.45178 -0.035 -0.062 -0.037
C 5.81373 -0.42795 0.22758 -0.051 0.046 -0.007
C 5.68222 0.79824 -0.40596 0.046 0.004 -0.046
C 4.43276 1.25229 -0.79324 -0.070 0.076 0.048
C 1.69851 2.76111 -1.42673 -0.040 -0.329 0.250
C 2.22419 3.59137 -0.43663 0.028 -0.025 -0.071
C 2.12037 4.96372 -0.57238 0.010 0.027 0.124
C 1.49799 5.50779 -1.68623 -0.026 -0.046 -0.111
C 0.96269 4.68134 -2.66128 0.059 0.117 0.030
C 1.04061 3.30880 -2.52406 0.116 -0.124 -0.024
P 0.46401 -1.20524 -2.65048 0.121 0.372 -1.046
C 1.35983 -2.18053 -3.89740 -0.149 -0.117 0.445
C 0.92586 -2.34371 -5.20961 0.006 0.066 0.149
C 1.69309 -3.08579 -6.09007 0.030 -0.062 -0.116
C 2.87750 -3.66976 -5.66794 0.005 0.032 -0.030
C 3.30190 -3.51777 -4.35523 0.094 -0.043 -0.040
C 2.54074 -2.78303 -3.46816 -0.106 0.038 -0.055
C -0.99035 -0.64253 -3.60991 0.019 -0.231 0.362
C -1.01806 0.48353 -4.42478 0.096 -0.123 0.059
C -2.18378 0.82262 -5.08868 -0.042 0.107 -0.053
C -3.31951 0.03967 -4.95355 -0.003 -0.030 -0.042
C -3.29589 -1.08968 -4.14971 -0.094 -0.001 0.007
C -2.13929 -1.41922 -3.46751 0.190 -0.003 -0.016
H 3.42958 -0.07539 -3.35078 -0.056 -0.013 0.004
H 2.76034 1.52962 -3.71119 0.028 -0.041 -0.060
H 2.20417 0.10453 -4.61065 0.047 0.081 0.002
H 2.57026 -1.39529 0.22654 -0.023 -0.091 0.022
H 4.81205 -2.18765 0.91839 -0.005 -0.114 0.093
H 6.78731 -0.76342 0.54821 0.105 -0.064 -0.004
H 6.55555 1.40107 -0.60647 0.042 0.048 0.015
H 4.33303 2.21008 -1.28247 0.029 0.046 -0.038
H 2.70522 3.15669 0.43078 0.066 0.067 0.064
H 2.51199 5.61150 0.19632 0.082 0.061 0.059
H 1.41419 6.57818 -1.78930 0.024 0.113 0.005
H 0.45864 5.10795 -3.51301 -0.046 0.050 -0.125
H 0.58490 2.66154 -3.25772 -0.012 -0.051 -0.107
H 0.00260 -1.89319 -5.54550 -0.021 0.009 -0.016
H 1.36237 -3.20241 -7.11159 0.000 -0.047 -0.064
H 3.47174 -4.24285 -6.36429 0.031 -0.046 -0.027
H 4.22223 -3.97290 -4.02622 0.114 -0.078 0.022
H 2.86137 -2.65680 -2.44090 0.068 -0.058 0.072
H -0.12338 1.07132 -4.57006 0.050 0.080 0.019
H -2.20296 1.69830 -5.71927 -0.018 0.063 -0.094
H -4.21720 0.29912 -5.49122 -0.122 0.054 -0.037
H -4.17562 -1.70777 -4.05358 -0.077 -0.045 -0.001
H -2.10209 -2.30324 -2.84209 -0.104 -0.063 0.072
C 1.31614 -2.79368 2.27774 -0.032 -0.027 0.078
C 0.38936 -2.90932 3.44894 0.051 0.017 -0.138
C 0.60645 -3.84807 4.45304 -0.006 0.061 -0.045
C -0.24112 -3.93714 5.54377 -0.044 0.022 -0.016
C -1.33081 -3.08945 5.64900 -0.016 0.002 0.070
C -1.56434 -2.15232 4.66005 -0.163 0.210 -0.103
C -0.70736 -2.07158 3.57554 0.070 0.354 -0.571
Sb -1.24959 -0.47473 2.20034 -0.494 -0.467 1.457
C -0.79335 1.23336 3.45975 -0.173 -0.479 -0.392
C 0.51679 1.67158 3.27372 0.016 -0.142 -0.175
C 1.00078 2.75708 3.97388 0.094 -0.023 -0.032
C 0.16413 3.42140 4.85813 -0.041 -0.002 0.013
C -1.12692 2.97549 5.04812 0.017 -0.103 -0.006
C -1.62826 1.85932 4.37475 -0.041 0.084 -0.093
C -3.01844 1.41496 4.69655 -0.041 -0.069 0.023
C -3.28941 -1.11712 1.81426 0.508 0.281 0.072
C -3.48322 -2.49425 1.86019 0.250 -0.092 0.127
C -4.71900 -3.03446 1.55648 0.068 -0.018 -0.046
C -5.76317 -2.19531 1.20092 0.029 -0.010 0.012
C -5.56278 -0.82871 1.14012 0.098 0.050 0.010
C -4.32048 -0.26590 1.42718 0.066 0.042 0.022
C -4.13331 1.21482 1.30039 -0.060 -0.035 -0.025
H 2.09184 -3.55315 2.32464 0.082 -0.008 -0.077
H 1.79253 -1.81063 2.29190 0.072 -0.011 -0.105
H 0.76471 -2.92084 1.34171 0.092 0.040 -0.067
H 1.45540 -4.51084 4.37389 0.074 -0.069 0.001
H -0.05569 -4.66823 6.31377 0.047 -0.103 0.079
H -1.99942 -3.14695 6.49352 -0.046 -0.040 0.085
H -2.41941 -1.49615 4.73159 -0.137 0.049 0.091
H 1.16273 1.15758 2.56676 0.105 0.021 -0.012
H 2.01917 3.08327 3.83391 0.122 0.034 -0.016
H 0.52290 4.27831 5.40483 0.045 0.113 0.059
H -1.77887 3.48130 5.74397 -0.042 0.100 0.115
H -3.71660 2.24228 4.57698 -0.113 -0.046 -0.054
H -3.05733 1.11372 5.74263 -0.105 -0.099 0.041
H -3.34214 0.57572 4.08040 -0.101 0.025 0.023
H -2.67012 -3.14562 2.15549 -0.038 -0.076 0.006
H -4.85659 -4.10358 1.59636 -0.051 -0.092 0.025
H -6.73194 -2.60957 0.97077 -0.116 -0.024 -0.019
H -6.37728 -0.17413 0.86452 -0.084 0.040 -0.031
H -5.00135 1.73602 1.69863 0.041 0.161 0.029
H -4.03769 1.50710 0.25306 0.023 0.081 -0.072
H -3.24962 1.55186 1.84391 -0.018 0.130 0.052
Cl -1.57826 3.86289 -0.60431 -0.069 -0.348 0.129
C -0.84695 2.70727 0.55365 -0.216 0.393 -0.016
H -1.46049 2.73507 1.44955 0.032 -0.150 -0.025
H 0.14739 3.07382 0.79418 -0.052 -0.164 -0.013
```
Forces are in eV/Å.

(4)
Computed, not measured: a cluster of 2 separate species, C7H14ClN4S in total at a distorted geometry, with wB97M-V/def2-TZVPD.

Properties
**E_LUMO (alpha / beta)**: -2.842 / -6.853 eV
**Spin multiplicity**: 3
**Kohn-Sham gap (alpha / beta)**: 6.30 / 6.32 eV
**Total charge**: +1

```
27
Properties=species:S:1:pos:R:3:forces:R:3
C -0.90293 1.43815 1.21669 0.183 -1.338 -0.921
C -0.58118 1.93747 -1.08310 -1.691 -3.778 2.093
C -1.24117 0.03201 0.95253 3.284 -1.606 -2.217
C -0.77285 -0.50168 -0.36725 -0.347 4.284 1.721
C 4.13063 0.56138 -0.31719 2.871 0.326 0.224
C -3.37274 -1.85171 1.29601 -1.235 -0.404 0.400
C 2.68314 0.37128 -0.68177 0.445 -1.275 1.190
N -0.52811 2.20532 0.30759 0.611 2.890 -1.647
N -0.57925 0.43384 -1.30387 -0.162 1.848 -0.627
N -0.51764 -1.75156 -0.62545 0.109 -2.816 -1.710
N 1.82611 -0.08488 0.14824 -0.212 0.890 -1.837
S -3.14817 -0.10784 1.20900 -3.326 -0.018 0.640
Cl -2.21620 2.49162 -1.71173 0.699 0.315 0.008
H -0.97599 1.87969 2.18187 0.079 -0.150 1.034
H -0.85608 -0.71121 1.63141 -0.222 -0.043 1.077
H 4.34170 0.55854 0.84107 -0.717 0.377 -2.243
H 4.87828 -0.25951 -0.68230 -1.843 0.952 0.316
H 4.60759 1.47043 -0.84201 -0.927 -1.029 1.138
H -2.98501 -2.33098 0.40283 0.724 -0.226 0.244
H -4.43712 -2.09600 1.28353 -0.109 0.370 -0.044
H -3.07005 -2.22993 2.29288 0.576 0.078 -0.675
H 2.35037 0.48513 -1.70200 0.160 0.189 -0.466
H 0.25059 2.26692 -1.65634 0.276 1.077 -0.379
H -0.42656 0.30162 -2.28406 0.100 -1.086 -0.249
H -0.29897 -1.94373 -1.63834 -0.092 -0.294 2.016
H -0.41610 -2.47743 0.10515 -0.041 0.859 -1.025
H 2.25768 -0.08696 1.02661 0.806 -0.394 1.939
```
Forces are in eV/Å.

(5)
Computed, not measured: the ion C9H9INO with charge +1 at a distorted geometry, with wB97M-V/def2-TZVPD.

Properties
**SMILES string**: O[C@H]1[NH2+]C(I)=Cc2ccccc21
**E_LUMO**: -3.913 eV
**Kohn-Sham gap**: 8.56 eV
**Energy above the lowest of the compared OMol25 structures with the same formula, charge and spin**: 0.000 eV
**Total charge**: +1

```
21
Properties=species:S:1:pos:R:3:forces:R:3
O 1.03767 2.14436 1.13404 -1.035 -1.308 3.413
C 0.67841 1.54808 -0.04338 -0.724 2.809 -2.129
N 1.99723 1.13539 -0.61899 -0.027 -2.136 -1.041
C 2.56234 -0.08498 -0.01602 1.889 -0.209 1.448
I 4.71832 -0.14085 0.06124 -1.484 0.079 -0.064
C 1.72710 -0.98802 0.49224 1.600 -1.204 -0.098
C 0.33479 -0.87983 0.23539 -2.921 -1.346 0.111
C -0.49230 -2.07377 0.33441 0.719 1.656 -0.568
C -1.86917 -1.94243 0.11153 0.187 -1.857 0.064
C -2.39496 -0.72780 -0.21467 1.695 2.797 -0.381
C -1.60202 0.46328 -0.31493 -0.297 0.157 -0.270
C -0.23849 0.38074 -0.11783 -0.027 -1.391 1.342
H 0.80496 1.60745 1.99625 0.556 1.297 -2.650
H 0.35471 2.47145 -0.74772 0.403 -2.253 1.346
H 2.60878 1.91572 -0.52347 0.913 0.747 0.034
H 1.92320 0.84600 -1.59855 -0.208 0.717 -0.354
H 2.05367 -1.94442 0.99148 0.056 1.352 -0.692
H -0.05702 -3.08767 0.44103 -0.136 0.958 0.265
H -2.50279 -2.87322 0.14436 0.646 1.251 -0.048
H -3.36288 -0.51143 -0.51652 -2.048 -0.504 -0.109
H -2.02861 1.48070 -0.58578 0.243 -1.612 0.379
```
Forces are in eV/Å.